Here is an isolated molecule of C4H6O2 from the Open Molecules 2025 dataset. Energies are from ωB97M-V with the def2-TZVPD basis set.

XYZ file:
```
12
Properties=species:S:1:pos:R:3:forces:R:3:lowdin_charge:R:1
O 1.56013 0.77454 0.66661 0.09 -0.34 0.37 -0.16
O -1.88492 0.88342 -0.37048 -0.18 0.03 0.00 0.01
C -1.44329 -0.39033 -0.18621 0.24 -0.30 -0.02 -0.19
C 0.90780 0.28935 -0.55228 -0.11 0.01 -0.32 -0.18
C 1.92069 -0.14144 1.51490 0.07 0.53 -0.07 0.04
C -0.15523 -0.71769 -0.27006 -0.16 0.04 0.08 -0.11
H 1.69725 -0.11508 -1.19134 -0.10 0.05 0.13 0.12
H 2.36483 0.47926 2.33429 -0.03 -0.18 -0.12 0.02
H -2.84588 0.90255 -0.31696 0.12 0.03 -0.01 0.10
H -2.20439 -1.13531 0.04121 0.10 0.12 -0.05 0.12
H 0.49622 1.18977 -1.01086 0.06 -0.14 0.05 0.12
H 0.13773 -1.74046 -0.06638 -0.10 0.15 -0.05 0.10
```
Forces are in eV/Å.

Summary:
- Spin multiplicity: 1
- Gap between HOMO and LUMO: 8.932 eV
- DFT total energy: -8336.2308 eV
- HOMO energy: -8.364 eV